No. 1
The following is a DFT calculation (ωB97M-V/def2-TZVPD) of C46H35ClIrN3OSb as an isolated structure at a distorted geometry.

## Properties
frontier orbital gap (alpha / beta)	5.192 / 5.301	eV
lowest unoccupied orbital energy (alpha / beta)	-3.139 / -5.090	eV
<S²>	6.042
HOMO (alpha / beta)	-8.3 / -10.4	eV
net charge	+1
multiplicity	5

Geometry (Å):
Ir 0.1736 0.8402 -0.1267
Cl 2.3742 -0.7953 6.6178
C 1.6591 0.0546 5.1352
C 0.8008 1.1111 5.3631
C 0.2300 1.5416 4.1929
C 0.7050 1.1062 2.9582
O -0.0522 1.4776 1.8950
C 1.8085 0.1773 2.6908
C 2.4352 -0.1676 1.5313
N 1.8805 0.0372 0.3100
C 2.6657 -0.2335 -0.8862
C 4.0375 -0.6000 -0.8658
C 4.7053 -0.9218 -2.1868
C 3.9073 -0.6626 -3.2590
C 2.6491 -0.2042 -3.2471
C 1.8139 -0.0245 -4.3386
C 0.4894 0.3194 -4.3379
C -0.1542 0.4138 -3.0637
N 0.6639 0.3916 -2.0121
C 1.9578 -0.0754 -2.0311
C 2.2296 -0.3890 3.9725
H 0.3941 1.5132 6.2434
H -0.3989 2.4453 4.0813
H 3.2391 -0.9692 1.7253
H 4.5103 -0.3299 0.0593
H 5.7446 -1.2789 -2.2890
H 4.2379 -0.7891 -4.2709
H 2.1848 -0.1197 -5.4049
H -0.0872 0.1900 -5.2193
H -1.1741 0.6657 -3.0145
H 3.1410 -0.9169 4.2296
N -1.5494 2.2562 -0.3151
C -1.4926 3.1932 -1.3994
C -2.4494 3.2040 -2.4151
C -2.3590 4.1651 -3.4121
C -1.2585 4.9368 -3.5173
C -0.3031 4.8753 -2.5113
C -0.4132 4.0566 -1.4281
C 0.6705 3.9843 -0.3879
C 0.5159 4.5785 0.8480
C 1.5527 4.7566 1.7458
C 2.7719 4.1536 1.5218
C 2.9935 3.4333 0.2778
C 1.9167 3.3075 -0.5532
H -2.4342 1.7523 -0.2306
H -1.1484 2.6409 0.5722
H -3.2273 2.4728 -2.4131
H -3.1319 4.2822 -4.1364
H -1.1055 5.6367 -4.3700
H 0.5371 5.5836 -2.6321
H -0.4179 5.0581 1.0033
H 1.4666 5.3569 2.6466
H 3.5620 4.2420 2.2490
H 3.9450 2.9140 0.0914
C -4.6457 -2.6111 -2.9720
C -4.1936 -3.5941 -2.1894
C -3.1979 -3.2570 -1.2597
C -2.6470 -1.9753 -1.1675
C -3.0737 -1.0387 -2.0628
C -4.1192 -1.2971 -2.9775
Sb -1.2460 -1.4592 0.1971
C -2.2095 -2.0342 1.9621
C -1.5092 -1.7491 3.1190
C -2.1257 -1.9093 4.3441
C -3.4396 -2.3489 4.3888
C -4.1215 -2.6781 3.2745
C -3.5075 -2.5453 2.0484
C 0.3038 -2.9783 0.1141
C 0.5272 -3.7650 1.2419
C 1.7046 -4.5083 1.3018
C 2.5273 -4.5761 0.1913
C 2.2959 -3.7653 -0.9298
C 1.1565 -2.9652 -0.9566
H -5.4382 -2.8053 -3.7126
H -4.5563 -4.6399 -2.3120
H -2.8709 -4.0965 -0.6880
H -2.5483 -0.1790 -2.1675
H -4.4633 -0.5567 -3.7375
H -0.4729 -1.4659 3.1404
H -1.6180 -1.4938 5.2281
H -3.9642 -2.4335 5.3628
H -5.1475 -3.0418 3.3556
H -4.0807 -2.7419 1.1575
H -0.0404 -3.7624 2.1334
H 1.8601 -5.0617 2.1931
H 3.4708 -5.1622 0.2624
H 2.9461 -3.8118 -1.7814
H 1.0312 -2.3393 -1.7882

Löwdin atomic charge list, values in e, 6 entries: atom 1 (Ir): 1.07, atom 2 (Cl): 0.59, atom 3 (C): -0.56, atom 4 (C): -0.09, atom 5 (C): -0.02, atom 6 (C): -0.29


No. 2
The following is a DFT calculation (ωB97M-V/def2-TZVPD) of C46H36Cl2N10O5S2Sr as an isolated structure at a distorted geometry.

## Properties
frontier orbital gap	6.241	eV
lowest unoccupied orbital energy	3.526	eV
HOMO	-2.7	eV
net charge	-2

Geometry (Å):
Sr 0.6262 1.2476 0.1647
Cl 0.2407 8.2693 -1.9869
C 0.8071 6.6358 -1.9335
C 0.5456 5.8849 -0.8097
C 0.8286 4.5486 -0.6819
N 0.4803 3.8055 0.4636
C -0.5840 4.1484 1.1906
O -1.5087 4.9624 0.9834
C -0.8544 3.3465 2.4600
C 0.0847 3.1948 3.4792
C -0.3665 2.8601 4.7513
C -1.6637 2.4609 4.9305
C -2.4649 2.3674 3.7503
N -2.1309 2.9067 2.5852
C 1.5506 3.9280 -1.6993
C 1.9808 4.6972 -2.7768
C 1.5149 6.0312 -2.9120
Cl 1.9259 6.8750 -4.3821
N 1.7857 2.5471 -1.6499
C 2.6089 1.9656 -2.5421
O 3.4851 2.4162 -3.3393
C 2.4217 0.4410 -2.7189
C 3.2953 -0.3142 -3.5534
C 3.0712 -1.6545 -3.8697
C 1.9410 -2.2160 -3.3115
C 1.1441 -1.4573 -2.3874
N 1.4110 -0.1947 -2.0949
H -0.0984 6.2692 -0.0211
H 1.1337 3.5224 3.3607
H 0.2966 2.8892 5.6098
H -2.1029 2.2082 5.8874
H -3.4646 2.0014 3.7809
H 2.6383 4.3215 -3.5142
H 4.0727 0.2835 -4.0085
H 3.6797 -2.2462 -4.5630
H 1.6063 -3.1842 -3.4905
H 0.3042 -1.8920 -1.8608
N -1.4988 -0.0911 1.2502
N -1.3121 -0.8455 2.4065
C 0.0679 -0.9196 2.8196
O 0.3529 -1.8795 3.5386
O 0.8185 -0.0192 2.4038
H -2.1816 0.6649 1.4134
H -1.7840 -0.6787 0.4763
H -1.7466 -1.7512 2.3443
S -3.3703 -4.0315 -1.9191
C -2.4432 -3.1113 -0.8952
N -1.7568 -2.5271 -0.1361
N -7.0346 1.3695 -0.3606
C -8.1816 0.5780 -0.3197
C -9.4090 0.6279 0.2665
C -10.2578 -0.4708 0.1411
C -9.8396 -1.6071 -0.5645
C -8.5485 -1.7295 -1.1646
C -7.6973 -0.5765 -1.0361
N -6.4193 -0.4590 -1.4345
C -6.0556 0.7480 -1.0741
C -4.6811 1.2197 -1.2381
C -4.2538 2.4739 -0.7591
C -2.9063 2.8090 -0.8991
N -1.9833 1.9587 -1.4543
C -2.4635 0.8526 -2.0094
C -3.7637 0.3861 -1.8900
H -6.8679 2.2931 0.0523
H -9.6456 1.5562 0.7730
H -11.2023 -0.3221 0.5658
H -10.4359 -2.4999 -0.7129
H -8.2060 -2.6166 -1.7300
H -4.8849 3.1888 -0.2033
H -2.4993 3.7798 -0.5081
H -1.7512 0.2357 -2.5180
H -4.0479 -0.5898 -2.2315
O 2.6628 -0.3318 0.2976
S 3.7031 -0.7547 1.3200
C 5.1629 -1.0997 0.2994
C 6.2714 -1.9375 0.8829
C 6.8071 -1.6230 2.1249
C 7.8550 -2.4224 2.6595
C 8.2528 -3.6039 2.0431
C 7.7498 -3.9287 0.7802
C 6.7814 -3.0677 0.2234
C 3.4024 -2.4195 1.8829
C 2.8356 -3.4560 0.9106
C 1.4752 -3.4809 0.7116
C 0.8140 -4.3121 -0.1981
C 1.6080 -5.1663 -0.9327
C 2.9729 -5.1255 -0.8190
C 3.6233 -4.2856 0.1133
H 5.4804 -0.1068 -0.0256
H 4.6723 -1.5414 -0.5620
H 6.5128 -0.6983 2.5899
H 8.3332 -2.1063 3.5881
H 9.0573 -4.1677 2.5587
H 8.1641 -4.7716 0.2618
H 6.4026 -3.2054 -0.7847
H 2.6997 -2.2758 2.6702
H 4.3277 -2.7909 2.3376
H 0.8316 -2.8787 1.3942
H -0.2715 -4.3411 -0.2574
H 1.1355 -5.8436 -1.6102
H 3.6302 -5.8041 -1.3643
H 4.6942 -4.3450 0.2210

Löwdin atomic charge list, values in e, 6 entries: atom 1 (Sr): 1.43, atom 2 (Cl): 0.62, atom 3 (C): -0.73, atom 4 (C): -0.07, atom 5 (C): -0.24, atom 6 (N): 0.00


> The highest net charge belongs to which entry?

C46H35ClIrN3OSb